Entry 1:
C33H29N4O6SbW as an isolated structure. Source: the OMol25 dataset; level of theory: ωB97M-V with the def2-TZVPD basis set.

Structure (XYZ):
```
74
Properties=species:S:1:pos:R:3:forces:R:3
W -0.846678 -0.516407 0.172507 -0.066 -0.023 0.064
C -3.852890 -0.480987 -0.565413 -0.031 0.017 0.043
C -3.561568 -1.819467 0.032690 0.029 0.005 0.019
C -4.570833 -2.773292 0.108081 -0.003 -0.005 0.027
C -4.322603 -4.000084 0.673838 -0.010 0.001 -0.001
C -3.046775 -4.245774 1.188553 0.015 -0.003 0.006
C -2.055538 -3.295740 1.100986 0.064 0.017 -0.026
N -2.310035 -2.086064 0.494643 -0.100 0.063 -0.056
Sb -0.229852 -3.972497 2.080483 -0.055 0.019 -0.004
C 0.930149 -3.207666 0.392855 -0.059 -0.059 -0.008
C 2.163897 -3.810087 -0.061009 0.002 0.019 -0.011
C 2.902372 -3.351873 -1.090723 -0.006 -0.007 0.010
C 2.435783 -2.330711 -2.083896 0.006 0.003 0.006
C 1.937186 -0.923167 -1.551268 -0.008 -0.007 0.002
C 2.001670 0.117178 -2.670102 0.006 -0.019 0.007
N 0.343940 -2.210111 -0.176246 0.091 0.071 0.008
C 0.009709 -1.967722 2.925575 -0.070 -0.087 0.045
C 0.611402 -1.755170 4.221435 -0.010 0.026 -0.003
C 0.815551 -0.542292 4.769813 -0.004 -0.024 -0.009
C 0.232280 0.730706 4.244944 -0.007 -0.002 -0.018
C 0.498176 1.140517 2.733471 0.018 0.006 0.004
C 0.308471 2.653381 2.619566 0.028 -0.008 0.012
N -0.485888 -1.044796 2.174071 0.142 0.089 -0.029
H -4.928941 -0.354843 -0.674699 0.002 -0.014 -0.014
H -3.425756 -0.390968 -1.565081 0.026 0.012 0.005
H -3.520231 0.341153 0.073403 -0.007 -0.003 -0.007
H -5.550210 -2.521781 -0.275904 -0.001 -0.001 -0.002
H -5.097766 -4.753709 0.738521 -0.001 0.001 -0.002
H -2.846384 -5.197669 1.665821 -0.001 0.003 0.000
H 2.545903 -4.634670 0.528276 -0.002 0.000 0.001
H 3.875172 -3.800679 -1.266204 0.003 0.000 0.003
H 3.053765 -2.297350 -2.977152 0.003 0.000 0.006
H 3.020749 0.488657 -2.776384 0.002 -0.010 -0.011
H 1.352049 0.964330 -2.445082 0.015 0.008 0.008
H 1.690276 -0.318055 -3.619167 -0.018 0.004 0.002
H 0.986392 -2.631954 4.734873 0.001 0.001 -0.003
H 1.388247 -0.478349 5.689875 0.005 -0.003 -0.002
H 0.303723 1.550291 4.954562 0.002 -0.005 0.001
H 1.170505 3.161502 3.052595 -0.004 0.001 0.005
H -0.586508 2.969882 3.154079 -0.003 0.000 0.003
H 0.221918 2.962072 1.581982 -0.016 -0.010 0.000
O 5.161361 0.713793 1.740096 0.011 0.009 0.007
C 3.947698 0.477567 1.329570 -0.027 -0.008 -0.016
C 3.601231 -0.116011 0.106112 0.003 0.009 0.006
C 2.285464 -0.315331 -0.216388 -0.008 -0.004 0.000
N 1.251383 0.079387 0.611090 0.061 0.024 0.027
C 1.600425 0.645494 1.832798 0.005 0.034 -0.004
C 2.900206 0.842916 2.191844 -0.005 0.001 -0.009
C -0.768128 0.350070 2.569503 -0.090 0.082 -0.016
O -1.179279 0.501905 3.861740 0.043 -0.069 0.012
O -1.576555 0.682025 1.488288 0.054 0.066 -0.022
C 0.637820 -1.687963 -1.525863 0.010 0.061 -0.038
O 1.031767 -2.626457 -2.434805 0.014 -0.006 0.018
O -0.526163 -0.960083 -1.685020 0.097 0.001 -0.094
H 5.866435 0.479876 1.114930 -0.004 -0.004 -0.001
H 4.367478 -0.417148 -0.598466 0.002 -0.002 0.002
H 3.141218 1.309010 3.139083 0.000 0.002 0.003
C -0.686886 3.417989 -1.088652 0.017 -0.004 0.018
C -1.416124 2.206690 -1.546385 0.045 0.086 0.005
O -1.223362 1.120591 -0.854300 -0.248 -0.340 0.012
C -2.261355 2.214401 -2.677455 0.069 -0.018 0.012
C -2.764931 3.455422 -3.144842 -0.006 0.027 -0.016
C -3.549346 3.501092 -4.273214 -0.001 0.007 0.009
C -3.808399 2.327398 -4.980435 0.005 -0.002 0.004
C -3.289577 1.098066 -4.557901 0.001 -0.008 0.007
C -2.536777 1.032625 -3.412339 -0.030 -0.014 0.009
H 0.069030 3.156560 -0.355797 0.013 -0.001 -0.029
H -1.392952 4.118584 -0.630401 0.012 -0.019 0.035
H -0.222367 3.929802 -1.930323 -0.028 0.017 -0.012
H -2.567673 4.369528 -2.601299 0.000 -0.001 -0.002
H -3.954095 4.443036 -4.616712 -0.003 0.001 -0.001
H -4.407599 2.370386 -5.881511 -0.003 -0.001 -0.001
H -3.468166 0.209573 -5.147779 -0.003 -0.001 -0.001
H -2.079978 0.097756 -3.119491 0.014 -0.004 -0.004
```
Forces are in eV/Å.

Values from the calculation:
HOMO level   -19.7 eV
Charge   +4
Maximum force   0.008 hartree/bohr

Entry 2:
A 2-piece molecular cluster, H4O2 overall at a distorted geometry. Source: the OMol25 dataset; level of theory: ωB97M-V with the def2-TZVPD basis set.

Structure (XYZ):
```
6
Properties=species:S:1:pos:R:3:forces:R:3
H 2.400649 -0.042270 0.747143 -0.038 -0.355 -0.379
H 1.483950 0.806573 -0.088604 0.610 -1.422 -0.363
H -2.727320 0.380907 -0.186241 0.542 -0.416 0.135
H -1.277315 0.535239 0.225860 0.719 0.595 0.229
O 1.933326 -0.084268 -0.104529 -0.536 1.803 0.739
O -1.918322 -0.125788 0.017260 -1.297 -0.205 -0.361
```
Forces are in eV/Å.

Values from the calculation:
HOMO level   -11.6 eV
Maximum force   0.039 hartree/bohr

Entry 3:
An isolated ion of composition CH5N2S and charge +1 at a distorted geometry. Source: the OMol25 dataset; level of theory: ωB97M-V with the def2-TZVPD basis set.

Structure (XYZ):
```
9
Properties=species:S:1:pos:R:3:forces:R:3
C 0.234407 0.228920 -0.293897 -0.661 -1.925 -0.382
N 1.521681 0.108271 -0.191724 -0.318 1.505 -0.819
N -0.706807 -0.674166 0.027333 1.050 2.098 -0.262
S -2.375089 -0.138726 -0.002197 0.703 0.269 0.829
H -0.081503 1.068345 -0.802003 -1.041 1.792 -0.901
H 2.193599 0.776800 -0.594026 -0.734 -0.450 0.411
H 1.833041 -0.584859 0.391433 1.613 -2.076 1.417
H -0.411754 -1.544843 0.427801 -0.280 -0.496 0.346
H -2.207574 0.760259 1.037281 -0.331 -0.717 -0.638
```
Forces are in eV/Å.

Values from the calculation:
HOMO level   -14.7 eV
Charge   +1
Maximum force   0.058 hartree/bohr

ΔE to the lowest compared entry with this formula, charge and spin for every record listed, in sequence, given in kcal per mole: 68.01 7.26 7.27.